[1]
# C3H5N2O3

A gas-phase ion, C3H5N2O3 (charge -1) (ωB97M-V/def2-TZVPD, OMol25).

Geometry as XYZ:
```
13
Properties=species:S:1:pos:R:3:forces:R:3
N -1.5743 -0.9452 0.7370 -0.068 -0.048 0.005
O 2.2324 0.0284 -2.2042 -0.053 0.025 0.005
O 0.5609 0.9850 1.8891 0.119 -0.040 -0.250
H -1.3130 0.4546 -0.7273 0.115 0.333 0.098
N 1.2911 0.4527 -0.1839 0.022 -0.107 -0.160
H 2.2223 0.6717 0.1409 -0.036 0.042 -0.127
C 0.3207 0.6319 0.7273 -0.227 0.180 0.318
C -1.1327 0.4002 0.3434 0.084 -0.431 -0.006
H -1.1982 -1.5690 0.0304 0.091 -0.058 -0.012
H -1.6903 1.1506 0.8955 -0.193 0.100 0.022
C 1.2205 -0.1851 -1.5281 0.037 -0.305 0.172
H -1.1442 -1.2038 1.6192 -0.037 0.084 0.007
O 0.2047 -0.8720 -1.7393 0.147 0.225 -0.071
```
Positions in Å, forces in eV/Å.

SMILES: NCC(=O)NC(=O)[O-]
Maximum force, eV/Å: 0.4
Charge: -1
Relative energy (zero: lowest compared OMol25 entry of this formula, charge and spin), kcal per mole: 0.0

These are the Mulliken partial charges, in e, on atoms 1 to 5: atom 1 (N): -0.675, atom 2 (O): -0.733, atom 3 (O): -0.715, atom 4 (H): 0.404, atom 5 (N): -0.097



[2]
# C6H11N

C6H11N in the gas phase in a non-equilibrium geometry (ωB97M-V/def2-TZVPD, OMol25).

Geometry as XYZ:
```
18
Properties=species:S:1:pos:R:3:forces:R:3
H -1.5558 0.9835 0.5757 0.029 -0.165 -0.088
N 0.8469 1.4920 2.1306 -0.076 0.191 0.406
H -1.6238 -0.7464 0.8944 0.038 0.151 -0.149
H -2.3801 -1.1592 -1.4904 -0.009 0.203 0.104
H 2.7632 0.4500 -0.5985 -0.073 -0.147 0.173
C 2.5066 -0.2388 0.2136 0.019 -0.030 -0.092
H 0.2057 0.5724 -1.1969 -0.030 -0.151 0.179
H -2.3135 0.5857 -1.8037 -0.022 -0.156 0.171
H -3.4870 -0.0621 -0.6426 0.235 -0.023 -0.077
H 0.8468 -0.7370 1.4960 0.032 0.866 0.029
C -1.4377 -0.0012 0.1060 0.074 -0.002 0.043
C 0.0024 -0.1501 -0.3949 0.019 -0.091 -0.145
C -2.4624 -0.1697 -1.0200 0.012 -0.003 -0.013
H 0.1299 -1.1546 -0.8303 -0.051 0.084 0.075
C 1.0568 1.7340 1.0019 -0.056 -1.249 0.173
H 2.6077 -1.2694 -0.1539 -0.032 0.132 0.092
H 3.2180 -0.0982 1.0341 -0.188 -0.003 -0.164
C 1.0763 -0.0309 0.6790 0.078 0.391 -0.717
```
Positions in Å, forces in eV/Å.

SMILES: CCC[C@@H](C)C#N
Maximum force, eV/Å: 1.3
Charge: 0
Relative energy (zero: lowest compared OMol25 entry of this formula, charge and spin), kcal per mole: 57.2

These are the Mulliken partial charges, in e, on atoms 1 to 5: atom 1 (H): 0.328, atom 2 (N): -0.267, atom 3 (H): 0.281, atom 4 (H): 0.311, atom 5 (H): 0.343



[3]
# C8H12BrN3O3

2 unconnected molecules or ions with the total composition C8H12BrN3O3 in a non-equilibrium geometry (ωB97M-V/def2-TZVPD, OMol25).

Geometry as XYZ:
```
27
Properties=species:S:1:pos:R:3:forces:R:3
H 1.1440 -0.0593 1.0111 -0.883 -1.211 -2.771
H 0.6524 1.8301 -1.1590 -2.502 -1.158 -0.202
C 0.9048 -0.6145 -0.0536 0.724 1.495 2.868
H -1.7608 2.3681 -2.0833 -0.173 -2.717 0.649
H -0.1217 1.7562 1.1989 2.446 -0.149 1.319
C -1.5014 1.2051 -1.9300 0.642 0.762 -2.476
C -0.3259 1.1289 -0.9600 3.198 1.746 -0.241
C -0.7708 1.6026 0.4184 -2.195 -1.221 -0.457
H -3.3693 1.8341 -0.0683 0.193 0.711 0.281
C -2.9208 0.8662 0.0914 1.458 -2.552 -0.100
H -3.6186 0.1977 0.5320 -1.018 -0.337 0.452
N 0.2426 -0.1961 -1.0310 -0.333 0.279 -0.140
N 3.5358 0.8475 1.0300 0.008 0.119 -0.990
O -1.8030 0.7945 1.0034 -0.526 0.816 -1.112
C 3.7658 0.3541 2.0354 -0.136 0.367 0.264
H -1.2153 2.5472 0.3114 -0.526 1.786 -0.622
H -2.2254 -0.8008 -1.1989 0.495 0.394 0.056
H 2.6667 -4.3903 1.1665 -0.475 0.285 1.819
O 2.2461 -2.0354 1.9441 0.334 0.570 2.139
C 1.4952 -1.8917 -0.1932 1.068 0.091 3.048
H -3.4280 0.2644 -1.7799 -1.700 -0.102 -1.497
O 2.6115 -3.7037 0.5176 0.697 0.243 -2.904
N 2.0953 -2.4456 0.8268 -0.765 -0.981 -0.997
H 1.4942 -2.4422 -1.0316 -0.218 -1.657 -2.855
C -2.5184 0.2492 -1.2792 -0.096 2.056 1.196
H -1.2777 0.8295 -3.0415 0.034 0.753 2.505
Br 4.0026 -0.0961 3.7225 0.249 -0.388 0.769
```
Positions in Å, forces in eV/Å.

SMILES: [O-]/[N+](O)=C\C=N\[C@H]1CCCOC1.N#CBr
Maximum force, eV/Å: 3.7
Charge: 0
Relative energy (zero: lowest compared OMol25 entry of this formula, charge and spin), kcal per mole: 56.9

These are the Mulliken partial charges, in e, on atoms 1 to 5: atom 1 (H): 0.124, atom 2 (H): 0.324, atom 3 (C): 0.335, atom 4 (H): 0.276, atom 5 (H): 0.571



[4]
# Cl3F2NP2S

A molecular structure, Cl3F2NP2S in a non-equilibrium geometry (ωB97M-V/def2-TZVPD, OMol25).

Geometry as XYZ:
```
9
Properties=species:S:1:pos:R:3:forces:R:3
P 1.7123 -0.2869 0.3650 -2.688 1.833 -2.150
P -1.0444 -0.1130 0.0414 -1.469 -1.285 1.086
Cl -1.1248 -1.0046 -1.8466 0.134 0.901 1.870
S 2.3271 -0.0752 -1.4978 -0.145 -0.561 1.982
Cl 2.6153 0.6892 1.7811 1.468 0.038 1.057
N 0.1893 0.5788 0.7069 0.148 -1.911 -2.184
F -1.6111 -1.2719 0.9947 0.565 0.751 -1.338
Cl 1.2334 -2.1547 1.0054 0.784 0.058 0.030
F -2.3818 0.6940 0.0647 1.204 0.177 -0.352
```
Positions in Å, forces in eV/Å.

Maximum force, eV/Å: 3.9
Charge: 0
Relative energy (zero: lowest compared OMol25 entry of this formula, charge and spin), kcal per mole: 16.0

These are the Mulliken partial charges, in e, on atoms 1 to 5: atom 1 (P): 0.679, atom 2 (P): 0.762, atom 3 (Cl): -0.103, atom 4 (S): -0.307, atom 5 (Cl): -0.152



| no. | HOMO-LUMO gap (Ha) | HOMO (eV) |
| --- | --- | --- |
| 1 | 0.334 | -5.00 |
| 2 | 0.418 | -10.87 |
| 3 | 0.330 | -8.69 |
| 4 | 0.343 | -9.61 |